Below is C37H102BeNO15 as an isolated structure at a distorted geometry, with properties calculated with ωB97M-V with the def2-TZVPD basis set.

For the calculated total energy, the calculation gives -72569.303 eV. Its molar mass is 810.2 g/mol. Its net charge is +1. Its largest force on an atom is 8.9 eV/A. Its orbital gap is 5.868 eV. Its HOMO energy is -10.58 eV. The LUMO energy comes out at -4.712 eV.

Each line ends with the Mulliken charge.
Cartesian coordinates (Å):
Be 2.62 2.40 -3.08  -0.016
C 2.07 0.71 0.85  0.897
C 1.54 -0.07 -0.44  3.213
C 0.71 -1.36 -0.02  -0.431
C -0.83 -1.11 0.02  1.786
C -1.40 -0.35 -1.25  -0.310
C -0.78 1.03 -1.39  2.960
N 0.74 0.79 -1.41  1.314
O 1.38 2.02 -1.81  -1.001
C -1.29 1.98 -0.27  -1.646
C -1.23 1.64 -2.76  -2.306
C 2.90 -0.58 -1.21  -2.693
H 2.75 1.50 0.53  -0.271
H 2.69 0.08 1.50  -0.280
H 1.27 1.10 1.48  -2.081
H 1.04 -1.58 0.99  -0.881
H 0.97 -2.18 -0.69  0.437
H -1.19 -0.58 0.90  0.987
H -1.35 -2.07 0.02  -1.441
H -2.48 -0.26 -1.15  -0.636
H -1.17 -0.86 -2.19  1.643
H -0.73 1.69 0.62  1.360
H -2.34 1.77 -0.06  1.066
H -1.19 3.05 -0.38  0.711
H -2.30 1.74 -2.90  -1.684
H -0.88 1.04 -3.60  0.728
H -0.83 2.65 -2.87  0.714
H 3.53 0.25 -1.54  1.378
H 2.77 -1.16 -2.13  0.021
H 3.48 -1.17 -0.50  -0.745
C -4.64 -1.77 0.05  -2.120
C -3.96 -0.53 0.64  0.921
O -4.20 -0.61 2.02  -0.776
H -4.51 -1.68 -1.02  0.066
H -5.72 -1.79 0.22  0.323
H -4.28 -2.76 0.32  0.418
H -4.33 0.42 0.28  1.139
H -2.90 -0.48 0.40  0.916
H -4.00 0.29 2.29  -0.303
C 5.10 0.56 0.13  -0.729
C 4.31 1.22 1.23  -0.530
O 3.74 2.44 0.70  -0.530
H 5.67 1.24 -0.50  0.619
H 4.41 0.05 -0.55  -0.124
H 5.83 -0.13 0.55  0.366
H 4.84 1.60 2.10  0.445
H 3.53 0.59 1.66  0.135
H 3.42 3.06 1.36  0.629
C 1.25 -1.30 -3.70  -0.791
C 1.62 0.09 -4.09  -0.453
O 2.42 0.70 -3.14  -0.844
H 2.17 -1.87 -3.85  -0.177
H 0.47 -1.64 -4.38  0.681
H 0.86 -1.39 -2.69  0.308
H 0.66 0.60 -4.17  0.095
H 2.13 0.23 -5.04  0.607
H 1.99 0.65 -2.28  2.142
C 3.04 -2.03 0.86  1.198
C 3.51 -2.89 2.05  -1.555
O 4.90 -3.05 2.00  -0.580
H 3.41 -1.01 0.84  -0.522
H 1.96 -1.99 0.97  -0.476
H 3.16 -2.62 -0.05  1.203
H 3.06 -3.88 1.93  0.472
H 3.11 -2.62 3.03  0.340
H 5.04 -3.81 1.42  0.367
C 0.00 -2.58 2.02  -0.900
C -0.44 -3.16 3.36  -1.242
O 0.08 -4.43 3.59  -0.625
H -0.64 -1.78 1.67  -0.681
H -0.07 -3.31 1.22  0.270
H 1.02 -2.18 2.07  1.911
H -1.52 -3.27 3.49  0.567
H -0.20 -2.46 4.17  0.501
H 0.99 -4.33 3.87  0.372
O 0.76 2.51 -3.72  -0.547
H 0.13 3.16 -4.03  0.559
H 0.32 2.09 -2.98  -0.339
O 1.53 3.46 -0.09  -0.496
H 1.22 2.71 -0.58  -0.223
H 2.49 3.44 -0.20  1.380
O 3.33 2.37 -1.31  -0.661
H 3.92 3.12 -1.25  0.472
H 3.56 1.82 -0.56  -0.899
C -0.07 2.67 1.74  1.091
C 0.97 3.49 2.41  -0.326
C 1.18 3.15 3.83  -2.076
O 2.16 3.25 1.88  -0.557
H 0.17 1.62 1.89  -0.086
H -0.28 2.79 0.68  -0.122
H -1.01 2.76 2.28  -0.106
H 0.51 4.48 2.36  0.572
H 0.28 3.34 4.41  0.432
H 2.01 3.69 4.28  0.450
H 1.25 2.07 3.99  0.531
H 1.92 2.99 0.99  -1.556
C -4.66 1.09 -1.24  -0.994
C -4.60 1.44 -2.68  -0.249
C -4.35 0.20 -3.49  -0.814
O -5.86 1.89 -3.13  -0.651
H -3.63 0.78 -1.04  -0.572
H -5.19 0.17 -0.97  1.184
H -5.06 1.82 -0.53  -0.244
H -3.78 2.14 -2.89  0.557
H -5.21 -0.46 -3.49  0.256
H -3.66 -0.50 -3.02  0.087
H -3.95 0.38 -4.49  0.321
H -6.52 1.27 -2.81  0.456
C -2.26 -3.81 0.05  -1.158
C -3.04 -3.48 -1.26  -0.155
C -2.32 -2.41 -2.13  -0.516
O -3.02 -4.66 -2.03  -0.612
H -2.13 -2.90 0.63  0.394
H -1.27 -4.18 -0.23  0.243
H -2.80 -4.55 0.65  0.477
H -4.03 -3.05 -1.10  0.484
H -2.34 -1.45 -1.61  -1.378
H -2.71 -2.35 -3.14  0.630
H -1.29 -2.73 -2.28  0.452
H -3.77 -5.23 -1.86  0.481
C -1.60 0.99 4.35  -1.423
C -1.22 0.12 3.12  1.746
C 0.28 -0.27 2.91  -0.435
O -1.78 -1.11 3.35  -0.525
H -2.64 1.28 4.19  -0.240
H -1.27 2.03 4.40  -0.055
H -1.59 0.35 5.23  0.568
H -1.58 0.55 2.18  -1.282
H 0.58 -1.08 3.58  0.586
H 0.94 0.57 3.11  -0.222
H 0.38 -0.62 1.88  1.035
H -1.50 -1.83 2.78  -0.536
C -4.29 1.77 3.35  -1.408
C -4.13 2.37 1.97  -0.822
C -2.71 2.47 1.70  -0.195
O -4.77 1.38 1.19  -0.704
H -3.67 2.20 4.13  0.684
H -4.09 0.70 3.37  0.525
H -5.25 2.03 3.79  0.512
H -4.59 3.35 1.90  0.686
H -2.18 1.53 1.86  -0.851
H -2.22 3.24 2.30  0.646
H -2.40 2.67 0.67  0.526
H -5.59 1.80 0.93  0.616
C 4.56 -0.96 -3.88  -2.055
C 4.80 -0.85 -2.40  1.159
C 5.46 -2.16 -1.92  -1.146
O 5.72 0.20 -2.11  -0.449
H 3.92 -1.83 -3.95  0.633
H 5.49 -1.20 -4.39  0.602
H 4.09 -0.12 -4.40  -0.020
H 3.84 -0.65 -1.91  -0.834
H 4.69 -2.67 -1.35  0.242
H 6.31 -2.03 -1.26  0.390
H 5.84 -2.84 -2.69  0.420
H 6.57 -0.23 -2.19  0.605

***

Below is C37H103AsF6N9O10 as an isolated structure at a distorted geometry, with properties calculated with ωB97M-V with the def2-TZVPD basis set.

For the calculated total energy, the calculation gives -151061.326 eV. Its molar mass is 1023.2 g/mol. Its largest force on an atom is 3.1 eV/A. As for the spin multiplicity: 2. Its orbital gap (alpha / beta) is 8.155 / 3.646 eV. Its HOMO energy (alpha / beta) is -8.30 / -8.30 eV. As for the expectation value of S²: 0.754. The LUMO energy (alpha / beta) comes out at -0.148 / -4.657 eV.

Each line ends with the Mulliken charge.
Cartesian coordinates (Å):
As 9.57 18.99 -2.47  2.288
F 10.78 17.65 -2.27  -0.760
F 8.80 18.55 -0.88  -0.404
F 8.32 20.23 -2.75  -0.532
F 10.26 19.40 -4.04  -0.429
F 8.45 17.76 -3.25  -0.460
F 10.75 20.14 -1.70  -0.980
C 12.63 15.42 -4.23  -0.438
O 11.89 15.08 -5.44  -0.585
H 12.18 15.26 -3.25  0.018
H 13.54 14.82 -4.19  0.346
H 12.91 16.47 -4.24  0.285
H 11.26 15.77 -5.66  0.389
C 8.96 21.61 -5.97  -1.340
C 7.94 22.20 -6.92  0.431
C 7.95 21.49 -8.30  -0.637
O 9.04 21.84 -9.12  -0.353
C 9.03 21.45 -10.49  -0.690
N 6.72 22.08 -6.22  -0.549
H 9.97 21.74 -6.34  0.460
H 8.80 20.54 -5.84  0.029
H 9.05 22.04 -4.97  0.454
H 8.16 23.26 -7.10  0.289
H 7.10 21.86 -8.88  0.384
H 7.77 20.41 -8.25  0.269
H 10.04 21.50 -10.91  0.244
H 8.41 22.13 -11.09  0.260
H 8.69 20.42 -10.46  0.296
H 6.65 22.57 -5.34  0.185
H 6.07 22.59 -6.81  0.256
C 8.67 17.34 -8.25  -1.883
C 8.69 16.99 -6.77  1.183
C 8.15 15.56 -6.49  -0.693
O 6.79 15.50 -6.92  -0.341
C 6.38 14.16 -7.11  -0.811
N 9.99 17.20 -6.21  -0.584
H 9.39 16.70 -8.75  0.416
H 8.93 18.38 -8.42  0.369
H 7.68 17.16 -8.66  0.384
H 8.03 17.75 -6.36  -0.017
H 8.25 15.28 -5.45  0.134
H 8.78 14.85 -7.02  0.432
H 6.57 13.59 -6.21  0.296
H 6.84 13.61 -7.93  0.335
H 5.34 14.27 -7.40  0.273
H 9.97 17.60 -5.28  0.093
H 10.25 18.04 -6.70  0.281
C 12.35 21.56 2.95  -2.080
C 11.33 21.20 1.88  3.187
C 10.62 22.48 1.34  -0.719
O 10.05 23.15 2.48  -0.383
C 9.25 24.26 2.14  -0.561
N 12.11 20.68 0.77  0.327
H 11.76 21.70 3.86  0.461
H 12.98 22.43 2.77  0.203
H 12.94 20.67 3.13  0.523
H 10.59 20.49 2.24  -1.558
H 9.79 22.18 0.69  0.096
H 11.36 23.14 0.90  0.489
H 8.39 23.96 1.53  0.077
H 9.82 25.06 1.67  0.326
H 8.80 24.74 3.01  0.284
H 12.93 21.26 0.66  0.156
H 11.64 20.60 -0.12  -0.154
C 6.56 21.65 -0.03  -1.523
C 5.42 21.17 -0.91  1.146
C 4.12 21.88 -0.43  -1.069
O 3.17 21.68 -1.44  -0.104
C 1.92 22.26 -0.98  -0.999
N 5.71 21.26 -2.33  -0.321
H 6.63 22.74 0.01  0.459
H 7.52 21.24 -0.35  0.112
H 6.47 21.21 0.97  0.268
H 5.29 20.13 -0.60  -0.016
H 4.21 22.97 -0.37  0.400
H 3.82 21.34 0.47  0.332
H 1.47 21.72 -0.15  0.401
H 1.22 22.33 -1.81  0.218
H 1.96 23.34 -0.83  0.371
H 6.56 20.72 -2.43  -0.015
H 6.07 22.20 -2.45  0.343
C 0.62 18.34 -3.73  -1.597
C 1.75 19.13 -2.99  0.291
C 2.91 18.16 -2.88  -0.850
O 4.08 18.99 -2.74  -0.050
C 5.22 18.19 -2.45  -0.093
N 2.06 20.26 -3.89  -0.581
H 1.01 18.01 -4.69  0.406
H -0.24 18.98 -3.88  0.422
H 0.10 17.52 -3.23  0.362
H 1.44 19.40 -1.99  0.307
H 2.97 17.66 -3.85  0.291
H 2.63 17.44 -2.11  0.439
H 5.25 17.27 -3.04  0.177
H 5.27 17.91 -1.40  0.238
H 6.06 18.83 -2.71  -0.347
H 2.11 19.96 -4.86  0.275
H 1.19 20.77 -3.95  0.276
C 9.03 14.78 -1.80  -1.168
C 7.52 15.09 -1.57  1.717
C 6.54 14.57 -2.65  -0.420
O 5.18 14.90 -2.34  -0.373
C 4.22 14.81 -3.37  -0.611
N 7.18 14.37 -0.31  -0.742
H 9.62 15.33 -1.06  0.033
H 9.35 15.20 -2.76  0.100
H 9.22 13.71 -1.90  0.479
H 7.39 16.18 -1.54  -0.777
H 6.63 13.49 -2.80  0.435
H 6.75 15.03 -3.61  -0.034
H 4.69 15.08 -4.31  0.261
H 3.38 15.49 -3.23  0.139
H 3.79 13.81 -3.32  0.320
H 6.28 14.66 0.06  0.337
H 6.95 13.42 -0.57  0.333
C 12.75 17.41 2.30  -1.085
C 12.51 17.12 0.76  1.276
C 12.69 15.66 0.35  -0.547
O 14.05 15.14 0.54  -0.391
C 15.07 15.70 -0.26  -0.492
N 11.15 17.57 0.49  0.225
H 13.71 17.00 2.64  0.565
H 12.07 16.83 2.92  0.405
H 12.59 18.43 2.63  -0.271
H 13.08 17.80 0.13  0.022
H 12.30 15.41 -0.64  0.212
H 12.18 15.02 1.06  0.340
H 15.94 15.07 -0.07  0.249
H 15.27 16.74 0.02  0.227
H 14.78 15.62 -1.31  0.211
H 10.94 18.53 0.73  -0.066
H 10.92 17.42 -0.48  0.056
C 8.26 19.59 2.93  -1.891
C 8.99 18.86 4.03  1.832
C 8.95 19.62 5.35  -0.894
O 9.71 18.97 6.39  -0.411
C 11.12 19.03 6.25  -0.594
N 8.33 17.58 4.25  -0.703
H 8.42 20.67 2.87  0.308
H 7.18 19.48 2.97  0.553
H 8.46 19.13 1.96  0.256
H 9.98 18.69 3.61  -0.771
H 7.90 19.71 5.62  0.456
H 9.23 20.67 5.20  0.328
H 11.43 18.56 7.18  0.350
H 11.65 19.99 6.23  0.310
H 11.64 18.49 5.46  0.127
H 7.43 17.80 4.65  0.375
H 8.88 17.26 5.03  0.348
C 14.99 24.21 1.06  -1.300
C 15.53 22.84 1.46  0.884
C 15.70 21.83 0.28  -0.843
O 14.49 21.70 -0.44  -0.304
C 14.54 20.96 -1.60  -0.883
N 16.80 23.12 2.07  -0.690
H 14.01 24.11 0.61  0.242
H 15.62 24.71 0.32  0.434
H 14.79 24.86 1.91  0.368
H 14.93 22.48 2.29  -0.112
H 16.14 20.90 0.64  0.299
H 16.44 22.35 -0.33  0.368
H 15.18 21.34 -2.40  0.366
H 13.56 20.99 -2.07  0.194
H 14.65 19.89 -1.40  0.284
H 17.30 22.31 2.39  0.231
H 17.39 23.65 1.44  0.274

***

Below is a 12-piece molecular cluster, C37H103N17O17 overall at a distorted geometry, with properties calculated with ωB97M-V with the def2-TZVPD basis set.

For the calculated total energy, the calculation gives -100169.760 eV. The structure (SMILES) is COCCNCCOC.COCCNCCOC.COCCNCCOC.COCCNCCOC.COCCNCCOC.NC(N)=O.NC(N)=O.NC(N)=O.NC(N)=O.NC(N)=O.NC(N)=O.CO. Its molar mass is 1058.3 g/mol. Its largest force on an atom is 8.1 eV/A. Its orbital gap is 8.134 eV. Its HOMO energy is -8.32 eV. The LUMO energy comes out at -0.184 eV.

Each line ends with the Mulliken charge.
Cartesian coordinates (Å):
C 26.74 9.67 3.57  -0.749
O 26.63 10.95 2.95  -0.352
C 25.41 11.04 2.20  -0.220
C 25.23 12.57 1.93  -0.822
N 23.92 12.97 1.37  -0.302
C 23.64 12.47 0.05  -0.699
C 24.59 13.09 -1.02  -0.459
O 24.40 14.51 -1.25  -0.305
C 25.39 15.15 -2.07  -0.766
H 26.21 8.89 3.03  0.336
H 26.48 9.71 4.63  0.241
H 27.79 9.41 3.45  0.274
H 24.59 10.63 2.78  0.356
H 25.45 10.47 1.27  0.233
H 26.08 13.08 1.46  0.304
H 25.31 13.09 2.89  0.390
H 23.75 13.95 1.56  0.302
H 22.59 12.66 -0.18  0.371
H 23.85 11.40 0.04  0.233
H 24.53 12.59 -1.99  0.462
H 25.62 12.89 -0.72  0.313
H 25.13 16.20 -2.01  0.232
H 25.60 14.83 -3.09  0.293
H 26.32 15.17 -1.51  0.330
C 31.93 2.75 13.25  -0.767
O 32.56 3.78 12.55  -0.341
C 31.89 4.07 11.29  -0.741
C 32.77 3.89 10.03  -0.467
N 33.25 2.51 9.96  -0.253
C 34.04 2.22 8.82  -0.865
C 35.46 2.79 8.84  -0.235
O 36.12 2.48 7.59  -0.351
C 37.50 2.98 7.55  -0.765
H 32.14 1.71 13.01  0.303
H 30.85 2.75 13.42  0.321
H 32.35 2.88 14.25  0.299
H 31.50 5.09 11.26  0.448
H 30.93 3.56 11.21  0.372
H 33.65 4.50 10.22  0.244
H 32.33 4.33 9.14  0.366
H 33.64 2.27 10.86  0.253
H 33.56 2.46 7.87  0.389
H 34.16 1.14 8.80  0.299
H 35.91 2.23 9.65  0.246
H 35.47 3.86 9.05  0.355
H 38.04 3.24 8.46  0.330
H 37.55 3.91 6.98  0.281
H 38.08 2.24 6.99  0.276
C 17.57 11.55 8.74  -0.720
O 18.43 12.35 7.88  -0.341
C 19.71 11.77 7.59  -0.614
C 20.61 12.84 7.09  -0.632
N 20.78 13.89 8.07  -0.237
C 21.06 15.19 7.40  -0.543
C 21.23 16.31 8.46  -0.581
O 21.82 17.41 7.84  -0.293
C 22.65 18.20 8.67  -0.729
H 17.90 11.49 9.78  0.298
H 17.53 10.59 8.22  0.305
H 16.62 12.07 8.85  0.241
H 19.66 11.00 6.82  0.410
H 20.06 11.30 8.51  0.371
H 20.13 13.24 6.20  0.319
H 21.56 12.46 6.72  0.358
H 19.96 13.96 8.65  0.267
H 20.27 15.52 6.73  0.263
H 21.98 14.99 6.86  0.315
H 21.82 16.01 9.32  0.441
H 20.23 16.60 8.80  0.242
H 23.36 17.44 8.98  0.307
H 22.17 18.62 9.56  0.286
H 23.29 18.95 8.20  0.269
C 27.31 8.05 -3.63  -0.773
O 26.51 7.36 -2.68  -0.288
C 27.15 6.33 -1.81  -0.891
C 26.20 5.30 -1.24  -0.046
N 25.78 4.39 -2.32  -0.228
C 25.02 3.16 -2.02  -0.990
C 24.00 3.35 -0.80  -0.515
O 23.09 4.46 -1.13  -0.303
C 22.43 4.93 0.03  -0.705
H 28.34 8.02 -3.26  0.379
H 27.00 9.09 -3.73  0.219
H 27.21 7.67 -4.64  0.261
H 27.58 7.00 -1.07  0.380
H 27.99 5.90 -2.38  0.485
H 25.40 5.81 -0.71  0.084
H 26.79 4.74 -0.51  0.280
H 25.40 4.83 -3.14  0.262
H 25.68 2.32 -1.79  0.329
H 24.43 2.74 -2.84  0.409
H 24.55 3.67 0.09  0.410
H 23.56 2.37 -0.62  0.424
H 22.07 4.08 0.61  0.321
H 21.67 5.61 -0.33  0.221
H 23.12 5.55 0.61  0.276
C 17.98 27.57 -5.41  -0.763
O 19.16 26.87 -5.77  -0.310
C 19.85 26.11 -4.75  -0.639
C 20.80 25.16 -5.50  -0.578
N 20.01 24.18 -6.35  -0.386
C 20.87 23.17 -6.99  -0.772
C 21.75 23.61 -8.13  -0.372
O 21.06 24.40 -9.16  -0.322
C 21.81 24.40 -10.39  -0.753
H 18.19 28.07 -4.47  0.318
H 17.15 26.86 -5.40  0.289
H 17.92 28.39 -6.13  0.244
H 19.13 25.69 -4.04  0.402
H 20.39 26.74 -4.05  0.383
H 21.44 24.59 -4.83  0.411
H 21.52 25.65 -6.15  0.287
H 19.51 24.80 -6.97  0.302
H 20.19 22.34 -7.19  0.344
H 21.55 22.89 -6.18  0.358
H 22.32 22.77 -8.52  0.445
H 22.50 24.33 -7.80  0.268
H 21.60 23.43 -10.85  0.296
H 22.86 24.62 -10.24  0.309
H 21.40 25.15 -11.06  0.241
C 32.70 10.39 9.98  0.608
O 33.71 9.78 10.18  -0.633
N 32.13 10.60 8.85  -0.389
N 31.93 10.74 10.96  -0.445
H 32.56 10.21 8.02  0.212
H 31.42 11.28 8.58  0.197
H 30.95 10.83 10.77  0.215
H 32.29 10.37 11.84  0.235
C 30.46 19.60 1.91  0.672
O 31.15 18.84 2.63  -0.713
N 30.30 20.83 2.14  -0.365
N 29.97 19.16 0.76  -0.395
H 30.79 21.13 2.97  0.238
H 29.60 21.36 1.66  0.187
H 30.26 18.23 0.49  0.215
H 29.40 19.72 0.15  0.160
C 21.83 9.11 -4.78  0.681
O 22.43 9.79 -5.59  -0.686
N 20.57 8.80 -4.81  -0.363
N 22.50 8.41 -3.93  -0.292
H 19.97 9.30 -5.44  0.225
H 20.17 8.15 -4.15  0.166
H 23.49 8.59 -3.82  0.154
H 22.07 7.88 -3.19  0.117
C 23.38 19.33 1.85  0.605
O 22.61 18.45 2.25  -0.701
N 23.61 19.50 0.62  -0.324
N 23.94 20.16 2.63  -0.338
H 24.33 20.21 0.56  0.143
H 23.52 18.76 -0.06  0.260
H 24.59 20.81 2.21  0.131
H 23.81 20.11 3.63  0.226
C 25.56 11.37 10.10  0.608
O 26.43 10.57 10.40  -0.642
N 25.46 12.12 9.01  -0.343
N 24.58 11.81 10.94  -0.352
H 24.57 12.50 8.70  0.154
H 26.17 12.07 8.29  0.202
H 24.04 12.54 10.51  0.165
H 24.41 11.33 11.81  0.205
C 28.95 19.63 -7.42  0.646
O 28.37 20.13 -6.48  -0.642
N 28.40 18.81 -8.33  -0.414
N 30.26 19.83 -7.58  -0.396
H 27.41 18.66 -8.18  0.234
H 29.04 18.24 -8.86  0.191
H 30.75 19.34 -8.31  0.164
H 30.69 20.44 -6.90  0.218
C 28.02 16.78 6.88  -0.466
O 28.64 15.61 6.39  -0.495
H 28.55 17.26 7.70  0.264
H 27.88 17.52 6.09  0.225
H 27.04 16.56 7.32  0.163
H 29.37 15.92 5.84  0.308